BrClHOP | ωB97M-V with the def2-TZVPD basis set

```
5
Properties=species:S:1:pos:R:3:forces:R:3:nbo_charge:R:1
O 0.020 -0.687 -0.844 0.33 -1.05 -0.40 -1.026
P -0.446 0.632 -1.214 0.03 1.14 -0.24 1.331
Cl -0.729 -0.766 1.910 0.06 -0.18 0.31 -0.311
Br 1.220 2.060 -0.754 -0.21 -0.01 -0.07 -0.295
H -0.064 -1.240 0.901 -0.21 0.11 0.39 0.302
```
Positions in Å, forces in eV/Å.

Values from the calculation:
net charge = 0
relative energy (zero: lowest compared OMol25 entry of this formula, charge and spin) = 0.888 eV
structure (SMILES) = O=PBr.Cl
frontier orbital gap = 9.3 eV
E_HOMO = -10.88 eV

C33H60ClIO14P4 | ωB97M-V with the def2-TZVPD basis set

```
113
Properties=species:S:1:pos:R:3:forces:R:3:mulliken_charge:R:1
C 2.436 -1.371 -2.023 0.21 -1.20 -0.33 -0.802
C 1.846 -1.099 -3.539 -0.88 -0.29 0.16 0.135
C 1.432 0.499 -3.799 -0.68 -0.37 2.53 -0.927
I 1.441 1.049 -5.938 0.06 -0.21 1.20 0.039
C 2.237 1.548 -2.831 2.59 2.54 1.80 0.591
C 3.905 1.597 -2.789 -1.10 1.76 1.91 0.534
C 4.672 2.654 -1.744 -2.35 0.43 0.46 -0.047
C 3.872 3.678 -0.726 -2.19 -2.36 -2.60 -0.755
C 2.232 3.666 -0.805 2.34 -2.51 -2.30 0.110
Cl 1.247 4.837 0.271 1.95 -1.88 -1.87 -0.148
C 1.430 2.622 -1.836 3.13 -0.55 -0.41 -0.297
P -0.501 2.764 -1.776 0.35 0.92 1.31 0.474
C -1.201 3.454 -3.416 0.12 0.28 -1.44 -0.847
C -1.317 1.117 -1.256 -0.38 -2.23 -1.59 -0.978
C 6.341 2.732 -1.659 2.20 3.19 1.79 0.297
O 6.991 3.781 -1.094 -4.31 -6.67 -3.50 -0.549
C 7.163 1.448 -2.265 -2.44 -1.55 -1.84 -0.435
C 6.477 0.489 -3.175 1.38 2.39 2.45 -0.283
C 4.893 0.646 -3.686 0.01 -1.84 -3.45 0.450
O 4.586 0.007 -4.816 1.34 3.90 6.87 -0.447
H 3.622 -1.326 -2.011 -2.60 0.15 0.10 0.219
H 2.141 -2.490 -1.742 0.70 2.38 -0.61 0.344
H 1.969 -0.695 -1.190 0.97 -1.07 -1.75 0.142
H 0.821 -1.709 -3.605 2.17 1.47 0.01 0.384
H 2.525 -1.538 -4.393 -1.15 1.12 1.90 -0.184
H 0.286 0.559 -3.470 2.61 0.20 -0.80 0.303
H 4.442 4.400 0.035 -1.36 -1.87 -2.04 0.319
H -1.551 4.576 -3.213 0.67 -2.64 -0.32 0.300
H -0.333 3.519 -4.221 -1.93 -0.29 1.51 0.215
H -2.112 2.810 -3.837 2.07 1.41 0.91 0.300
H -2.128 1.206 -0.411 1.92 0.16 -1.57 0.324
H -1.893 0.712 -2.220 1.08 0.68 2.04 0.382
H -0.526 0.259 -1.005 -1.70 2.01 -0.34 0.201
H 8.306 1.308 -1.955 -2.86 0.48 -0.79 0.290
H 7.123 -0.439 -3.548 -1.86 2.22 0.58 0.294
O -0.496 -0.085 4.379 -2.91 2.87 2.19 -0.675
P 0.174 1.229 4.850 8.28 -3.80 -3.96 1.272
O 0.850 1.577 3.377 -0.75 0.26 -0.06 -0.568
C 0.001 2.008 2.330 0.15 0.23 -0.40 0.258
C -0.546 3.397 2.591 -0.15 0.16 0.07 -1.103
O 1.511 0.499 5.521 -1.12 0.72 0.95 -0.407
C 1.447 -0.846 5.972 0.07 -0.55 -0.06 -0.268
C 1.901 -1.801 4.881 0.14 -0.14 -0.23 -1.071
O 0.923 2.698 5.376 -3.62 -0.35 0.90 -0.288
C 0.098 3.551 6.152 0.09 0.70 0.60 -0.127
C -0.531 2.845 7.337 0.13 0.02 0.16 -0.841
H -0.810 1.291 2.179 -0.05 -0.07 -0.01 0.200
H 0.602 2.024 1.414 0.04 -0.07 0.16 -0.057
H -1.280 3.372 3.402 -0.13 0.00 0.07 0.205
H -1.044 3.795 1.702 0.02 -0.08 0.10 0.424
H 0.251 4.086 2.890 -0.08 -0.16 -0.10 0.316
H 0.442 -1.089 6.334 0.14 -0.01 -0.21 0.241
H 2.120 -0.937 6.832 -0.03 0.21 -0.11 0.370
H 1.398 -1.614 3.927 -0.12 0.02 0.27 0.273
H 1.713 -2.839 5.172 0.05 0.11 0.00 0.353
H 2.974 -1.682 4.692 -0.11 -0.02 0.12 0.296
H -0.673 3.989 5.516 -0.08 0.17 0.00 0.191
H 0.729 4.373 6.512 0.01 -0.19 -0.18 0.348
H -1.239 2.078 7.006 -0.16 -0.05 -0.07 -0.020
H -1.077 3.555 7.965 0.01 -0.15 -0.09 0.408
H 0.228 2.341 7.941 -0.01 0.12 -0.03 0.303
O -7.885 1.974 6.746 2.24 -2.47 -3.19 -0.704
P -6.458 1.523 7.142 -1.92 4.85 8.36 1.046
O -6.912 0.884 8.602 -0.13 -0.62 -0.49 -0.356
C -7.644 -0.328 8.609 -0.12 -0.23 0.38 -0.305
C -6.785 -1.500 8.177 0.11 -0.16 -0.04 -0.970
O -5.971 3.010 7.711 0.69 -0.58 -1.34 -0.351
C -6.583 4.199 7.237 -0.40 0.41 0.01 -0.348
C -7.729 4.612 8.144 -0.18 0.06 0.23 -1.061
O -4.863 1.020 7.584 -1.04 -0.98 -3.40 -0.293
C -4.132 0.362 6.561 0.86 -0.19 -0.22 -0.112
C -4.078 1.156 5.271 0.14 0.06 -0.06 -1.175
H -8.531 -0.240 7.977 -0.04 0.02 -0.02 0.271
H -7.985 -0.491 9.637 0.08 0.19 -0.12 0.333
H -6.570 -1.441 7.106 -0.01 -0.08 -0.09 0.203
H -7.297 -2.449 8.363 0.04 0.09 -0.07 0.439
H -5.827 -1.504 8.705 -0.19 0.02 0.01 0.232
H -6.907 4.084 6.197 -0.09 -0.03 0.24 0.328
H -5.820 4.986 7.241 0.06 -0.21 0.07 0.358
H -8.423 3.789 8.342 0.14 0.06 -0.26 0.281
H -8.294 5.440 7.702 0.09 -0.06 0.05 0.348
H -7.349 4.934 9.119 0.02 0.02 -0.16 0.284
H -4.563 -0.625 6.384 0.11 -0.15 -0.06 0.174
H -3.112 0.210 6.937 -0.21 0.02 0.08 0.280
H -5.074 1.245 4.823 -0.12 -0.03 -0.06 0.514
H -3.427 0.666 4.541 -0.08 0.04 0.07 0.292
H -3.717 2.171 5.450 0.04 -0.05 0.04 0.274
O 2.326 -4.629 -7.084 -3.89 -0.40 -2.44 -0.724
P 2.530 -4.675 -8.619 9.61 1.01 2.30 1.033
O 3.670 -5.877 -8.572 -0.67 -0.49 0.00 -0.371
C 3.250 -7.194 -8.265 0.28 -0.33 -0.02 -0.301
C 2.426 -7.793 -9.388 -0.10 -0.09 -0.15 -0.966
O 3.588 -3.392 -8.680 -1.55 0.04 -0.72 -0.375
C 3.569 -2.393 -7.672 0.21 0.27 0.56 -0.332
C 4.569 -2.718 -6.575 0.17 -0.11 0.25 -0.745
O 2.758 -4.727 -10.333 -3.57 -0.13 1.06 -0.218
C 1.565 -4.720 -11.101 -0.23 0.18 -0.85 -0.151
C 0.641 -3.574 -10.743 0.02 0.16 -0.07 -1.162
H 2.694 -7.206 -7.324 -0.01 0.01 0.05 0.261
H 4.155 -7.794 -8.122 -0.04 0.23 0.00 0.336
H 1.445 -7.312 -9.440 -0.11 -0.04 -0.01 0.183
H 2.266 -8.863 -9.227 -0.03 0.12 0.00 0.434
H 2.915 -7.648 -10.356 0.02 -0.05 0.18 0.244
H 2.557 -2.258 -7.275 0.20 -0.11 0.04 0.239
H 3.849 -1.444 -8.143 -0.03 -0.19 -0.11 0.425
H 4.464 -3.743 -6.205 -0.22 0.13 -0.12 0.258
H 4.451 -2.033 -5.729 0.08 -0.10 -0.23 0.016
H 5.593 -2.630 -6.953 -0.13 0.09 0.01 0.365
H 1.051 -5.675 -10.983 -0.11 -0.10 -0.12 0.208
H 1.858 -4.635 -12.155 0.10 -0.06 0.22 0.344
H 0.257 -3.682 -9.722 -0.09 -0.06 0.10 0.364
H -0.219 -3.543 -11.420 0.08 0.00 0.13 0.394
H 1.167 -2.617 -10.786 -0.02 -0.09 -0.09 0.277
```
Positions in Å, forces in eV/Å.

Values from the calculation:
net charge = 0
relative energy (zero: lowest compared OMol25 entry of this formula, charge and spin) = 21.578 eV
structure (SMILES) = CC[C@H](I)c1c2c(cc(Cl)c1P(C)C)C(=O)C=CC2=O.CCOP(=O)(OCC)OCC.CCOP(=O)(OCC)OCC.CCOP(=O)(OCC)OCC
frontier orbital gap = 6.1 eV
E_HOMO = -8.19 eV

C24H18F5MoN9OS | ωB97M-V with the def2-TZVPD basis set

```
59
Properties=species:S:1:pos:R:3:forces:R:3:nbo_charge:R:1
Mo 0.308 0.108 0.007 -0.52 -0.28 0.56 0.606
N -0.691 1.592 -4.113 0.03 -0.02 0.09 -0.852
C -0.125 1.389 -2.863 -0.14 0.18 -0.24 0.473
S 1.385 2.262 -2.630 0.10 0.05 0.04 0.309
N -1.178 1.885 -1.812 -0.02 0.15 -0.08 -0.297
N -0.594 1.887 -0.499 -0.03 0.10 0.13 -0.275
C -1.126 2.725 0.384 0.06 -0.12 0.03 0.017
C -1.067 2.210 1.696 0.02 0.02 -0.10 0.099
C -1.511 2.894 2.839 -0.02 0.00 0.10 -0.181
C -1.565 2.230 4.035 -0.02 0.08 -0.06 -0.141
C -1.173 0.885 4.079 0.04 -0.06 -0.06 -0.210
C -0.707 0.277 2.943 0.03 -0.02 0.12 0.039
N -0.622 0.913 1.751 -0.01 0.01 -0.09 -0.392
H -0.011 1.637 -4.862 -0.01 0.05 0.02 0.433
H -1.446 0.955 -4.341 0.04 -0.01 -0.01 0.406
H -1.595 3.665 0.120 -0.02 0.00 -0.02 0.229
H -1.810 3.929 2.749 0.00 0.00 0.01 0.247
H -1.907 2.731 4.930 0.00 0.01 0.00 0.251
H -1.215 0.321 4.999 0.00 0.00 0.00 0.253
H -0.365 -0.749 2.959 -0.01 0.01 0.00 0.224
N 3.382 -3.233 0.444 -0.02 -0.02 0.02 -0.491
C 2.678 -2.216 -0.019 -0.03 -0.08 -0.04 0.368
N 1.411 -1.985 0.252 0.09 0.00 -0.05 -0.570
C 0.761 -2.898 1.083 -0.08 0.05 0.07 0.419
N -0.507 -2.796 1.324 0.07 0.00 -0.02 -0.343
N -1.070 -1.760 0.630 0.05 0.21 0.02 -0.226
C -2.301 -1.936 0.318 0.00 0.00 -0.11 0.090
C -2.889 -0.929 -0.567 0.04 0.01 0.05 0.187
C -4.210 -0.836 -1.008 -0.02 0.02 0.01 -0.191
C -4.552 0.208 -1.851 -0.02 0.00 -0.01 -0.112
C -3.606 1.172 -2.222 -0.01 -0.01 0.03 -0.243
C -2.351 0.976 -1.704 0.06 -0.02 0.07 0.337
N -1.994 -0.036 -0.957 0.12 -0.13 -0.10 -0.451
C 1.503 -4.002 1.676 0.00 0.00 0.02 -0.085
C 0.915 -4.915 2.559 0.00 0.01 0.00 -0.156
C 1.665 -5.948 3.073 0.01 0.00 0.00 -0.189
C 3.009 -6.094 2.714 -0.01 0.00 0.00 -0.136
C 3.605 -5.209 1.841 0.00 0.00 0.00 -0.219
C 2.840 -4.166 1.331 0.01 0.01 -0.02 0.152
H 4.348 -3.321 0.162 0.00 0.00 -0.01 0.443
H 3.207 -1.543 -0.669 0.01 0.03 -0.03 0.236
H -2.843 -2.819 0.639 0.02 -0.02 -0.01 0.233
H -4.952 -1.555 -0.689 0.01 -0.01 0.00 0.260
H -5.569 0.301 -2.207 0.00 0.00 0.00 0.260
H -3.863 2.014 -2.850 0.01 0.01 -0.01 0.262
H -1.429 2.829 -2.127 -0.03 -0.01 0.00 0.462
H -0.126 -4.796 2.819 0.00 0.00 0.00 0.248
H 1.214 -6.654 3.755 0.00 0.00 0.00 0.244
H 3.588 -6.911 3.121 0.00 0.00 0.00 0.245
H 4.644 -5.319 1.557 0.00 0.00 0.00 0.237
F 0.021 0.041 -2.532 0.03 -0.28 -0.14 -0.332
C 1.901 1.466 -1.036 0.00 -0.02 -0.21 -0.024
F 2.141 2.531 -0.175 0.00 0.03 0.01 -0.367
C 3.298 0.939 -1.387 0.00 -0.04 0.10 0.903
F 3.185 -0.144 -2.191 -0.02 0.04 -0.03 -0.332
F 4.056 1.832 -2.014 0.04 0.08 -0.04 -0.297
F 3.971 0.554 -0.292 -0.03 -0.06 0.01 -0.318
O 2.555 0.484 2.147 -0.24 -0.02 0.23 -0.426
C 1.737 0.368 1.370 0.43 0.05 -0.28 0.686
```
Positions in Å, forces in eV/Å.

Values from the calculation:
net charge = +2
frontier orbital gap (spin up / spin down) = 7.1 / 6.0 eV
E_HOMO (spin up / spin down) = -13.65 / -12.78 eV

C21H17Cl2MnN4O5 | ωB97M-V with the def2-TZVPD basis set

```
50
Properties=species:S:1:pos:R:3:forces:R:3:mulliken_spin:R:1
Mn -0.205 0.148 0.120 0.19 0.04 -0.03 1.095
O 0.781 3.037 2.867 0.00 -0.06 -0.04 0.007
C 0.597 2.047 2.142 0.06 0.18 0.14 0.006
N -0.200 1.862 1.104 -0.21 -0.02 -0.09 -0.030
C -1.050 2.827 0.543 0.00 -0.03 -0.02 0.008
C -1.279 4.103 1.054 0.04 -0.02 0.04 -0.002
C -2.144 4.976 0.403 -0.01 -0.02 -0.03 -0.001
C -2.785 4.588 -0.761 0.01 0.01 0.03 -0.001
C -2.571 3.319 -1.290 0.00 -0.03 -0.04 -0.001
C -1.713 2.427 -0.652 0.02 -0.01 0.04 0.001
N -1.426 1.121 -1.084 -0.05 0.11 0.14 -0.034
C -1.793 0.594 -2.240 -0.14 0.07 -0.12 0.008
O -2.456 1.062 -3.179 0.04 -0.03 0.02 0.007
C -1.247 -0.815 -2.371 -0.05 -0.03 -0.11 -0.005
C -1.519 -1.559 -3.508 -0.04 -0.05 -0.09 0.002
C -1.006 -2.839 -3.616 -0.02 0.04 0.01 -0.001
C -0.245 -3.341 -2.570 0.00 0.01 0.01 0.002
C -0.021 -2.536 -1.467 0.02 -0.04 0.05 -0.002
N -0.493 -1.291 -1.371 0.09 -0.07 0.11 -0.013
C 1.402 0.791 2.421 0.04 0.05 0.10 -0.002
C 2.268 0.754 3.503 0.04 0.03 0.09 0.003
C 2.985 -0.400 3.755 -0.01 0.02 0.01 -0.001
C 2.812 -1.491 2.916 -0.02 0.00 -0.03 0.002
C 1.929 -1.376 1.857 0.05 -0.05 -0.03 -0.002
N 1.243 -0.259 1.601 -0.07 -0.08 -0.10 -0.017
H -0.769 4.392 1.959 0.00 0.00 0.00 0.000
H -2.313 5.965 0.815 0.01 0.00 0.00 0.000
H -3.459 5.270 -1.267 0.00 -0.01 0.00 0.000
H -3.059 3.002 -2.198 -0.01 0.00 0.00 0.000
H -2.133 -1.100 -4.271 0.01 0.00 0.01 0.000
H -1.203 -3.443 -4.493 -0.01 0.01 0.00 0.000
H 0.159 -4.344 -2.594 0.00 0.00 0.01 0.000
H 0.518 -2.899 -0.603 0.01 0.01 -0.01 -0.001
H 2.338 1.643 4.115 0.00 -0.01 -0.01 0.000
H 3.662 -0.457 4.599 0.00 0.01 0.00 0.000
H 3.333 -2.423 3.084 0.00 0.00 -0.01 0.000
H 1.728 -2.211 1.202 0.00 0.00 0.00 0.000
Cl -3.411 -3.806 2.263 0.02 0.05 0.02 0.000
C -2.606 -2.286 2.720 0.03 0.00 0.12 -0.001
Cl -1.967 -2.393 4.382 -0.02 -0.01 0.01 0.000
C -1.455 -1.940 1.752 -0.20 -0.13 -0.48 0.000
O -1.574 -0.769 1.295 0.08 0.02 0.13 -0.017
O -0.615 -2.803 1.499 0.06 0.08 0.14 -0.001
H -3.353 -1.504 2.713 -0.03 0.00 0.02 0.000
C 1.671 0.769 -2.401 -0.04 -0.01 -0.01 0.000
O 1.433 0.960 -1.010 0.07 -0.12 0.11 -0.007
H 1.869 -0.280 -2.636 0.00 0.01 0.00 -0.001
H 2.504 1.391 -2.732 0.01 0.00 0.00 0.000
H 0.767 1.086 -2.915 0.02 0.00 0.00 0.000
H 2.216 0.740 -0.493 0.02 0.05 -0.08 -0.003
```
Positions in Å, forces in eV/Å.

Values from the calculation:
expectation value of S² = 0.8102
net charge = -1
relative energy (zero: lowest compared OMol25 entry of this formula, charge and spin) = 0.000 eV
frontier orbital gap (spin up / spin down) = 6.6 / 6.5 eV
2S+1 = 2
E_HOMO (spin up / spin down) = -4.04 / -3.96 eV

no.,F_max (eV Å⁻¹)
1,1.17
2,9.94
3,0.81
4,0.53